Run a
C4H5FS in the gas phase, computed with wB97M-V/def2-TZVPD.

Calculated values
HOMO level = -0.3307 Ha
SMILES = F/C=C/[C@@H]1CS1
Spin multiplicity = 1
Charge = 0
Gap between HOMO and LUMO = 9.8 eV

Cartesian coordinates (Å):
F1 1.141 1.668 2.115
C1 0.232 0.832 1.528
C2 0.067 0.896 0.251
C3 -0.736 0.095 -0.616
C4 -1.071 -1.262 -0.264
S1 0.173 -1.106 -1.596
H1 -0.200 0.191 2.384
H2 0.550 1.750 -0.221
H3 -1.435 0.838 -1.113
H4 -0.794 -1.737 0.658
H5 -2.107 -1.714 -0.602

***

Run b
C4H5FS in the gas phase, computed with wB97M-V/def2-TZVPD.

Calculated values
HOMO level = -0.3501 Ha
SMILES = FCC#CCS
Spin multiplicity = 1
Charge = 0
Gap between HOMO and LUMO = 9.8 eV

Cartesian coordinates (Å):
F1 -3.386 -0.288 0.519
C1 -2.537 0.626 -0.003
C2 -1.182 0.002 -0.224
C3 -0.016 -0.211 -0.688
C4 1.502 -0.440 -0.833
S1 2.704 0.197 0.441
H1 -3.200 0.823 -0.889
H2 -2.490 1.505 0.772
H3 2.041 -0.128 -1.868
H4 1.385 -1.498 -0.666
H5 2.868 -1.121 1.419

***

List of relative energies, unit eV: run a 0.000; run b 2.507

***

Run a
A gas-phase ion, C5H7N2 (charge +1), computed with wB97M-V/def2-TZVPD.

Calculated values
HOMO level (alpha / beta) = -0.5569 / -0.5569 Ha
SMILES = CC1=[N+]=CC=NC1
Spin multiplicity = 1
Charge = +1
Gap between HOMO and LUMO (alpha / beta) = 7.7 / 7.7 eV

Cartesian coordinates (Å):
C1 0.390 -0.131 -1.785
C2 0.198 -0.266 -0.279
N1 -0.122 -1.359 0.210
C3 -0.820 -1.500 1.444
C4 -1.243 -0.343 2.053
N2 -0.717 0.808 1.756
C5 0.195 0.906 0.676
H1 0.303 -1.074 -2.338
H2 1.312 0.457 -1.963
H3 -0.488 0.547 -2.160
H4 -0.816 -2.347 1.932
H5 -1.724 -0.410 2.989
H6 1.295 1.114 1.031
H7 -0.183 1.703 0.151

***

Run b
A gas-phase ion, C5H7N2 (charge +1), computed with wB97M-V/def2-TZVPD.

Calculated values
HOMO level = -0.5381 Ha
SMILES = CC1=CC(=[NH2+])N=C1
Spin multiplicity = 1
Charge = +1
Gap between HOMO and LUMO = 8.3 eV

Cartesian coordinates (Å):
C1 1.641 -1.110 1.117
C2 0.519 -0.563 0.439
C3 -0.785 -0.265 0.627
C4 -1.107 0.695 -0.646
N1 -2.236 1.265 -0.965
N2 -0.048 0.933 -1.373
C5 0.973 0.346 -0.744
H1 1.357 -1.476 2.110
H2 2.460 -0.431 1.135
H3 2.161 -1.881 0.501
H4 -1.621 -0.833 1.077
H5 -3.114 1.234 -0.387
H6 -2.181 1.758 -1.896
H7 1.978 0.328 -0.996

***

List of relative energies, unit eV: run a 1.572; run b 0.000

***

Run a
A molecular structure, C5H7N2, computed with wB97M-V/def2-TZVPD.

Calculated values
HOMO level (alpha / beta) = -0.5599 / -0.5454 Ha
Spin multiplicity = 1
Charge = +1
Gap between HOMO and LUMO (alpha / beta) = 7.7 / 7.8 eV

Cartesian coordinates (Å):
C1 1.265 -1.617 -2.226
C2 0.731 -1.100 -1.295
C3 -0.576 -0.829 1.726
C4 0.512 0.187 1.324
C5 -0.689 1.486 -0.628
N1 -1.315 -0.608 0.696
N2 -0.429 0.373 0.194
H1 1.535 -2.031 -3.227
H2 -0.603 -1.519 2.516
H3 0.570 0.949 2.058
H4 1.322 -0.389 1.104
H5 0.164 1.934 -0.823
H6 -1.245 0.997 -1.517
H7 -1.242 2.167 0.099

***

Run b
A gas-phase ion, C5H7N2 (charge +1), computed with wB97M-V/def2-TZVPD.

Calculated values
HOMO level (alpha / beta) = -0.4937 / -0.5134 Ha
Spin multiplicity = 1
Charge = +1
Gap between HOMO and LUMO (alpha / beta) = 8.6 / 8.3 eV

Cartesian coordinates (Å):
C1 2.663 -1.087 0.046
C2 1.956 -0.137 0.121
C3 -1.440 -0.734 0.770
C4 -1.449 0.427 -0.243
C5 0.909 0.777 0.230
N1 -0.552 -1.134 1.508
N2 -0.103 0.686 -0.778
H1 3.494 -1.874 -0.084
H2 -2.473 -1.157 0.831
H3 -2.262 0.270 -1.013
H4 -1.707 1.216 0.384
H5 0.940 1.446 1.016
H6 0.189 -0.120 -1.353
H7 -0.166 1.420 -1.434

***

List of relative energies, unit eV: run a 4.015; run b 0.000

***

Run a
2 unconnected molecules or ions with the total composition C7H17NO, computed with wB97M-V/def2-TZVPD.

Calculated values
HOMO level = -0.3111 Ha
SMILES = C/C=C(/C)O.CC(C)N
Spin multiplicity = 1
Charge = 0
Gap between HOMO and LUMO = 9.2 eV

Cartesian coordinates (Å):
C1 2.206 -0.990 1.563
C2 2.018 -0.465 0.168
C3 1.718 0.811 -0.118
C4 1.914 1.424 -1.470
O1 1.210 1.630 0.861
H1 3.257 -1.207 1.755
H2 1.840 -0.276 2.295
H3 1.645 -1.917 1.685
H4 2.479 -1.048 -0.617
H5 2.160 0.661 -2.202
H6 1.008 1.938 -1.816
H7 2.721 2.164 -1.430
H8 1.057 2.509 0.501
C5 -2.973 -1.390 -0.132
C6 -2.107 -0.212 0.294
C7 -1.547 0.541 -0.997
N1 -1.089 -0.662 1.201
H9 -3.392 -1.876 0.747
H10 -2.379 -2.121 -0.679
H11 -3.789 -1.060 -0.771
H12 -2.724 0.523 0.824
H13 -0.958 1.395 -0.690
H14 -2.393 0.892 -1.582
H15 -0.958 -0.126 -1.625
H16 -0.542 0.122 1.541
H17 -0.382 -1.260 0.694

***

Run b
2 unconnected molecules or ions with the total composition C7H17NO, computed with wB97M-V/def2-TZVPD.

Calculated values
HOMO level = -0.3399 Ha
SMILES = CCN(C)C(C)=O.CC
Spin multiplicity = 1
Charge = 0
Gap between HOMO and LUMO = 10.1 eV

Cartesian coordinates (Å):
C1 0.469 -2.939 2.561
C2 -0.499 -2.082 1.780
N1 0.055 -0.777 1.440
C3 0.807 -0.037 2.441
C4 -0.402 -0.082 0.358
C5 -1.545 -0.585 -0.486
O1 0.058 1.022 0.076
H1 0.392 -4.013 2.378
H2 0.637 -2.804 3.630
H3 1.506 -2.776 2.226
H4 -0.827 -2.603 0.908
H5 -1.388 -1.935 2.409
H6 0.211 0.276 3.288
H7 1.708 -0.599 2.684
H8 1.324 0.733 1.868
H9 -2.466 -0.087 -0.168
H10 -1.456 -0.104 -1.462
H11 -1.622 -1.658 -0.575
C6 1.053 2.838 -3.512
C7 -0.261 2.376 -2.832
H12 1.063 3.916 -3.668
H13 1.886 2.605 -2.867
H14 1.165 2.377 -4.492
H15 -0.872 3.271 -2.669
H16 -0.006 1.872 -1.907
H17 -0.987 1.796 -3.410

***

List of relative energies, unit eV: run a 0.000; run b 0.079

***

Run a
C7H17NO in the gas phase, computed with wB97M-V/def2-TZVPD.

Calculated values
HOMO level = -0.3160 Ha
SMILES = C[C@@H](N)[C@H](C)C(C)(C)O
Spin multiplicity = 1
Charge = 0
Gap between HOMO and LUMO = 9.5 eV

Cartesian coordinates (Å):
C1 0.134 -1.035 1.938
C2 1.028 -0.235 1.010
N1 2.316 -0.886 0.947
C3 0.569 0.050 -0.649
C4 1.379 1.258 -1.130
C5 -0.919 0.150 -0.723
C6 -1.606 1.284 0.017
C7 -1.674 -1.166 -0.606
O1 -1.049 0.449 -2.351
H1 -0.807 -0.521 2.139
H2 -0.071 -2.038 1.552
H3 0.615 -1.161 2.916
H4 1.153 0.770 1.420
H5 3.010 -0.574 1.620
H6 2.257 -1.847 0.621
H7 0.902 -0.834 -1.201
H8 1.012 2.194 -0.703
H9 2.436 1.169 -0.856
H10 1.327 1.336 -2.218
H11 -2.543 1.528 -0.494
H12 -1.023 2.207 0.032
H13 -1.862 1.022 1.046
H14 -2.544 -1.134 -1.270
H15 -2.042 -1.369 0.401
H16 -1.070 -2.013 -0.944
H17 -0.930 1.398 -2.514

***

Run b
3 unconnected molecules or ions with the total composition C7H17NO, computed with wB97M-V/def2-TZVPD.

Calculated values
HOMO level = -0.3018 Ha
Spin multiplicity = 1
Charge = 0
Gap between HOMO and LUMO = 8.9 eV

Cartesian coordinates (Å):
C1 0.491 0.764 0.114
C2 0.260 -1.682 -0.297
C3 1.076 -0.635 0.455
C4 -1.044 0.607 -0.023
C5 0.915 1.788 1.178
C6 0.383 -1.848 -1.657
C7 -1.792 0.403 1.294
N1 0.999 1.132 -1.216
O1 -0.086 -2.819 0.440
H1 -0.289 -2.581 1.351
H2 -1.586 -0.204 -2.329
H3 0.562 1.992 -1.528
H4 2.002 1.283 -1.180
H5 2.144 -0.657 0.230
H6 0.996 -0.805 1.532
H7 -1.427 1.530 -0.467
H8 -0.967 -0.597 -0.430
H9 0.593 1.503 2.179
H10 0.501 2.769 0.940
H11 2.004 1.875 1.200
H12 -0.967 -0.776 -2.454
H13 1.086 -1.236 -2.197
H14 0.146 -2.820 -2.064
H15 -2.852 0.239 1.107
H16 -1.436 -0.473 1.841
H17 -1.711 1.246 1.980

***

Run c
2 unconnected molecules or ions with the total composition C7H17NO, computed with wB97M-V/def2-TZVPD.

Calculated values
HOMO level = -0.3244 Ha
SMILES = CCN(C)C(C)=O.CC
Spin multiplicity = 1
Charge = 0
Gap between HOMO and LUMO = 9.7 eV

Cartesian coordinates (Å):
C1 -2.553 -1.916 0.380
C2 -1.586 -0.776 -0.259
N1 -0.173 -1.119 -0.020
C3 0.219 -1.050 1.400
C4 0.831 -0.676 -0.914
C5 0.840 -1.473 -2.217
O1 1.536 0.256 -0.578
H1 -2.363 -2.921 -0.089
H2 -3.544 -1.818 -0.018
H3 -2.515 -1.803 1.466
H4 -1.605 -0.862 -1.375
H5 -1.990 0.134 0.108
H6 0.139 0.028 1.790
H7 -0.405 -1.576 2.074
H8 1.312 -1.172 1.562
H9 1.726 -1.240 -2.807
H10 0.926 -2.556 -2.093
H11 0.082 -1.189 -2.974
C6 0.883 2.536 0.543
C7 0.220 3.633 1.351
H12 0.888 2.701 -0.546
H13 2.010 2.533 0.737
H14 0.588 1.521 0.594
H15 -0.807 3.352 1.644
H16 0.293 4.592 0.793
H17 0.815 3.890 2.221

***

List of relative energies, unit eV: run a 0.000; run b 2.608; run c 0.857

***

Run a
C7H10 in the gas phase, computed with wB97M-V/def2-TZVPD.

Calculated values
HOMO level = -0.2825 Ha
SMILES = C=C/C=C/C(=C)C
Spin multiplicity = 1
Charge = 0
Gap between HOMO and LUMO = 7.7 eV

Cartesian coordinates (Å):
C1 -1.369 2.601 1.418
C2 -0.349 1.721 1.533
C3 0.473 1.111 0.495
C4 0.009 0.226 -0.408
C5 0.473 -1.134 -0.694
C6 1.620 -1.617 -0.195
C7 -0.368 -1.969 -1.625
H1 -1.377 3.308 2.244
H2 -2.208 2.598 0.738
H3 0.089 1.744 2.524
H4 1.553 1.029 0.610
H5 -0.873 0.514 -0.980
H6 2.209 -0.877 0.320
H7 1.836 -2.663 -0.321
H8 0.265 -2.576 -2.274
H9 -1.023 -2.637 -1.062
H10 -0.960 -1.380 -2.324

***

Run b
A molecular structure, C7H10, computed with wB97M-V/def2-TZVPD.

Calculated values
HOMO level = -0.3400 Ha
Spin multiplicity = 1
Charge = 0
Gap between HOMO and LUMO = 10.4 eV

Cartesian coordinates (Å):
C1 1.980 1.314 0.166
C2 -1.726 1.532 -0.868
C3 1.394 0.368 -0.560
C4 -1.316 0.668 0.054
C5 -0.245 -1.704 -0.126
C6 0.090 -1.292 1.212
C7 -0.251 -0.300 0.158
H1 2.823 2.011 -0.081
H2 1.449 1.403 1.159
H3 -2.672 2.043 -0.810
H4 -1.029 1.825 -1.637
H5 1.634 -0.071 -1.484
H6 -2.112 0.345 0.693
H7 0.542 -2.123 -0.730
H8 -1.306 -2.174 -0.233
H9 -0.707 -1.374 1.999
H10 1.002 -1.358 1.636

***

List of relative energies, unit eV: run a 0.000; run b 0.826